[1]
# C55H75N7O4RbS

A molecular structure, C55H75N7O4RbS (the ωB97M-V functional and the def2-TZVPD basis, OMol25).

XYZ file:
```
143
Properties=species:S:1:pos:R:3:mulliken_charge:R:1
Rb 0.53 -1.23 -0.60 0.577
S 5.42 -2.51 0.03 -0.280
O 6.80 -5.03 2.91 -0.535
O -0.21 0.40 1.09 -0.760
O 1.41 -4.42 6.94 -0.508
O -0.49 -0.48 -2.82 -0.984
N 5.97 0.12 -0.44 0.274
N 1.04 -2.48 2.37 0.524
N 5.08 -0.89 -2.13 0.682
N 3.00 -1.89 -2.48 1.041
N 2.46 -4.29 0.72 0.210
N -1.14 -3.93 -1.99 1.329
N -2.29 -1.52 -0.29 1.721
C -1.21 -4.27 -3.39 -1.275
C -3.55 2.54 2.28 -0.169
C -3.88 4.01 -2.18 2.559
C -2.59 -2.95 -0.17 -0.627
C 0.11 3.38 1.62 2.687
C 2.67 -4.27 2.04 0.569
C 6.43 0.41 0.90 -0.881
C -2.31 3.14 2.18 -0.661
C -4.44 4.61 3.45 -2.089
C 1.30 2.76 0.88 -2.061
C 0.37 -1.66 3.18 -0.882
C -3.50 4.99 -1.06 -1.319
C 5.48 -1.08 -0.84 -0.191
C -2.48 -3.79 -1.43 -1.982
C -2.54 0.54 1.31 1.304
C -0.72 1.91 -2.80 1.407
C 1.74 -3.73 4.29 -0.651
C 0.57 3.71 3.05 -1.960
C 1.18 3.58 -3.10 -1.794
C 0.97 -3.11 6.61 -0.627
C 4.70 -5.53 1.82 -0.152
C 3.35 -4.92 -0.03 -0.343
C -4.74 3.18 2.99 1.993
C 2.18 -2.65 -3.20 0.016
C -0.21 4.69 0.88 -1.408
C -3.64 1.24 1.78 -0.630
C -2.92 -0.91 -1.47 -1.492
C 0.32 -1.85 4.55 -1.645
C -0.39 -4.91 -1.26 -1.115
C 1.73 1.17 -3.12 -1.432
C 4.78 -2.45 -3.98 -0.579
C 1.00 -2.91 5.12 0.502
C 2.59 -3.35 -4.33 -0.796
C -1.23 1.13 1.33 -0.585
C 1.74 -3.48 2.92 0.442
C -1.16 0.57 -2.51 -0.806
C 3.92 -3.25 -4.72 -0.812
C 5.31 0.42 -2.52 -0.339
C -3.28 1.55 -1.75 -1.107
C 3.77 -4.88 2.62 -0.452
C -5.98 3.24 2.10 -1.673
C -1.61 2.96 -2.64 -1.076
C 0.64 2.19 -3.47 2.940
C -5.08 2.35 4.24 -1.837
C 5.97 -6.07 2.41 -0.736
C -2.43 0.46 -1.85 1.449
C 4.26 -1.80 -2.88 -0.709
C 0.43 2.12 -4.99 -1.970
C -3.83 4.74 -3.53 -1.921
C -2.92 2.82 -2.18 0.238
C 5.86 1.05 -1.47 -0.806
C -2.71 -0.93 1.00 -2.375
C -5.32 3.55 -1.97 -2.039
C 4.48 -5.56 0.46 -0.648
C -1.16 2.52 1.68 0.745
H 5.62 0.84 1.49 0.299
H 2.19 3.69 -3.51 0.474
H -3.61 4.64 4.16 0.336
H -0.12 -0.83 2.68 0.839
H -4.07 4.06 -4.34 0.366
H -0.26 -1.16 5.16 0.529
H -4.20 5.84 -1.04 0.571
H 1.88 -3.93 -4.89 0.484
H -4.26 1.37 -1.32 0.002
H -0.21 4.23 3.61 0.237
H 4.27 -3.78 -5.59 0.412
H 5.75 -6.72 3.26 0.372
H 6.51 -6.66 1.66 0.303
H -0.21 -4.42 -3.79 0.320
H -2.68 -1.55 -2.32 0.538
H -5.81 3.92 1.26 0.301
H -1.67 -3.45 -3.95 0.269
H -2.88 -4.79 -1.19 0.495
H -0.30 2.86 -5.31 0.289
H -4.18 5.25 2.60 0.318
H -2.50 5.39 -1.22 0.181
H -1.93 -3.36 0.61 0.235
H 0.57 4.39 -3.52 0.443
H -4.02 -0.89 -1.35 -0.009
H -3.51 4.49 -0.09 -0.052
H 2.68 1.51 -3.56 0.388
H 0.82 2.80 3.59 0.312
H 1.89 1.07 -2.04 0.110
H -0.05 -2.94 6.97 0.336
H 2.29 -4.56 4.71 0.565
H -2.84 5.16 -3.72 0.288
H 6.74 -4.28 2.30 0.351
H -6.85 3.60 2.66 0.495
H -5.63 2.87 -2.76 0.398
H -0.57 4.46 -0.12 -0.115
H 0.06 1.13 -5.27 0.350
H 5.19 -6.02 -0.22 0.277
H 1.46 4.35 3.03 0.498
H 6.74 -0.52 1.36 0.291
H -3.79 -1.15 1.14 0.389
H 1.71 1.90 1.39 0.211
H 3.18 -4.91 -1.10 0.243
H 3.94 -4.81 3.68 0.355
H -5.31 5.04 3.94 0.441
H -5.99 4.42 -1.98 0.452
H -3.62 -3.10 0.21 0.417
H -5.91 2.80 4.80 0.476
H -2.17 -1.50 1.76 0.573
H 2.09 3.53 0.78 0.547
H 1.37 2.31 -5.52 0.467
H -4.55 5.56 -3.54 0.444
H -1.29 3.95 -2.93 -0.091
H 5.82 -2.34 -4.24 0.548
H 5.02 0.78 -3.49 0.570
H -5.45 3.05 -1.02 0.198
H 1.62 -2.36 7.08 0.290
H -0.97 5.29 1.39 0.284
H -0.88 -5.91 -1.28 0.345
H -0.24 -4.62 -0.23 0.224
H -2.20 4.17 2.52 0.256
H -5.37 1.34 3.97 0.299
H 1.47 0.20 -3.50 0.097
H -6.23 2.26 1.69 0.279
H 0.59 -5.02 -1.72 0.289
H 0.70 5.30 0.79 0.596
H 1.23 3.71 -2.02 0.107
H 1.14 -2.64 -2.89 0.164
H 6.18 2.07 -1.35 0.482
H -3.13 -3.38 -2.20 0.592
H 7.26 1.10 0.85 0.340
H -4.60 0.72 1.80 0.414
H -4.21 2.28 4.90 0.360
H 1.00 2.44 -0.12 0.104
H 1.46 -4.50 7.89 0.299
H -1.79 -5.19 -3.58 0.352
```

Output
Kohn-Sham gap   5.2 eV
Relative energy (zero: lowest compared OMol25 entry of this formula, charge and spin)   0.919 eV
LUMO level   0.0663 Eh
DFT total energy   -88367.0823 eV
Total charge   -1

[2]
# C55H79N6SbSe2Si3Sr

A molecular structure, C55H79N6SbSe2Si3Sr (the ωB97M-V functional and the def2-TZVPD basis, OMol25).

XYZ file:
```
147
Properties=species:S:1:pos:R:3:mulliken_charge:R:1
Sb -3.26 -1.08 -0.34 -1.494
Sr 0.75 0.75 0.71 4.458
Se -2.06 2.23 3.33 0.191
Se -1.11 1.51 5.31 -0.087
Si -4.66 1.01 -0.82 0.703
Si -4.40 -2.49 -2.13 0.877
Si -4.71 -2.13 1.48 0.757
N 2.22 2.47 0.14 -0.309
N 0.19 1.13 -1.52 -0.826
N 0.50 3.21 2.75 0.349
N 0.83 -1.45 -0.15 -0.713
N -0.85 -0.86 3.72 0.397
N 2.74 -0.07 1.60 -0.510
C 1.89 3.50 -0.68 -0.088
C -6.44 0.91 -0.31 -1.099
C -0.04 3.76 -5.32 -1.146
C 5.33 -3.41 3.52 -1.047
C 0.74 -4.36 -3.51 -1.198
C -0.80 1.00 -3.60 1.503
C -0.24 -4.29 -2.33 -0.345
C 2.28 -5.82 -0.15 -1.195
C 2.98 4.48 -0.71 0.403
C 0.77 3.51 -1.56 -0.598
C 1.05 -5.13 0.46 -1.234
C 2.80 -1.30 2.18 -0.153
C 0.07 2.38 -2.03 -0.631
C -0.75 -2.20 3.59 -0.440
C 3.47 2.72 0.62 -0.559
C -0.79 -0.37 4.96 0.252
C -0.46 -2.53 5.92 -0.556
C 4.56 -0.15 3.01 0.747
C -1.28 0.39 -4.89 -0.302
C 7.05 0.13 2.76 -0.973
C 3.91 -1.34 3.13 0.493
C 0.24 -1.93 -1.27 -0.086
C -3.89 -3.76 1.93 -0.720
C -6.49 -2.52 1.14 -1.174
C 3.80 0.64 2.04 -1.002
C 1.25 -2.51 0.59 -0.334
C 1.19 5.51 2.82 -0.910
C 2.07 -2.42 1.73 -0.769
C 3.34 5.49 -3.01 -0.708
C 4.23 -2.48 4.05 -1.009
C -0.74 3.61 3.05 -0.109
C -0.13 -0.11 -5.77 -1.289
C -3.71 -2.41 -3.85 -1.310
C 3.00 5.74 -1.53 -1.322
C -0.62 2.32 -3.33 0.938
C -0.54 -3.07 4.65 -1.132
C -4.67 -0.99 2.95 -0.551
C -3.92 2.48 0.05 -0.734
C -0.29 -1.14 -2.31 0.238
C -6.21 -2.11 -2.32 -1.093
C -0.10 5.90 3.12 -0.460
C 1.45 4.15 2.65 -0.197
C 0.84 -3.75 -0.06 0.641
C -0.30 0.26 -2.44 -0.157
C -1.09 4.94 3.26 -0.597
C -0.60 -1.16 6.08 -0.717
C 5.83 0.28 3.68 -0.928
C 3.97 3.98 0.07 0.251
C -1.02 3.48 -4.18 -1.201
C -4.52 1.33 -2.65 -0.445
C 4.16 1.92 1.55 0.459
C 6.41 3.71 -0.58 -1.093
C 5.38 4.50 0.25 -1.055
C 0.24 -3.39 -1.23 1.422
C -4.20 -4.26 -1.53 -0.997
H -6.52 0.72 0.77 0.218
H 6.17 3.77 -1.64 0.235
H -2.10 5.19 3.53 0.464
H -5.04 -4.54 -0.87 0.358
H 3.18 -5.20 -0.02 0.253
H 2.14 -5.98 -1.22 0.232
H 2.28 -3.36 2.25 0.210
H 5.98 -0.32 4.57 0.384
H -0.85 -2.58 2.58 0.744
H 2.46 3.80 2.42 0.473
H -4.44 -4.60 1.48 0.386
H -3.64 -0.72 3.21 -0.300
H -4.75 0.42 -3.24 0.052
H 0.59 4.44 -2.08 0.482
H -4.18 -4.96 -2.38 0.492
H -3.90 -1.43 -4.32 0.315
H -4.22 2.49 1.11 0.237
H -6.93 -2.94 2.06 0.437
H 0.45 -0.89 -5.24 0.117
H -2.01 3.29 -4.60 0.440
H -0.32 -3.17 6.78 0.422
H 0.99 3.85 -4.95 0.172
H 2.63 4.79 -3.46 -0.085
H 5.06 -3.80 2.52 0.223
H 5.11 2.31 1.90 0.375
H 0.91 -3.37 -3.94 0.077
H -5.14 -1.47 3.82 0.418
H -1.86 1.14 -5.45 0.448
H 6.28 -2.88 3.42 0.230
H 6.40 2.65 -0.30 0.230
H -0.50 -0.54 -6.71 0.434
H 3.32 -3.05 4.23 0.311
H -6.97 0.10 -0.84 0.307
H -1.21 -3.94 -2.70 -0.633
H -3.27 -4.38 -0.96 0.083
H -0.29 4.69 -5.84 0.424
H -0.40 -5.29 -1.93 0.491
H 3.32 6.42 -3.58 0.410
H -1.96 -0.44 -4.68 -0.618
H 7.18 -0.92 2.46 0.251
H 1.99 6.23 2.70 0.489
H -4.29 3.42 -0.41 0.373
H 4.34 5.05 -3.10 0.243
H -6.74 -2.17 -1.36 0.231
H -0.58 -0.71 7.07 0.437
H -6.95 1.86 -0.54 0.435
H 5.41 5.55 -0.06 0.382
H -0.06 2.95 -6.06 0.249
H -2.62 -2.60 -3.89 0.344
H 1.71 -4.74 -3.18 0.312
H 3.73 6.43 -1.11 0.516
H -3.89 -3.89 3.02 0.400
H 0.57 0.70 -6.01 0.318
H -0.47 -4.14 4.48 0.526
H 5.75 1.31 4.00 0.408
H 0.16 -5.73 0.27 0.504
H 6.93 0.72 1.84 0.146
H 2.03 6.24 -1.46 0.399
H -6.36 -1.10 -2.72 0.239
H 7.96 0.46 3.26 0.384
H 0.37 -5.02 -4.30 0.439
H -0.73 -1.69 -3.14 -0.560
H -6.67 -2.83 -3.02 0.408
H -0.34 6.95 3.26 0.397
H 5.48 -4.27 4.18 0.398
H -1.12 4.37 -3.55 0.560
H 1.17 -5.09 1.55 0.258
H -4.21 -3.18 -4.44 0.510
H 5.66 4.47 1.30 0.346
H 4.53 -2.08 5.02 0.488
H -2.82 2.47 -0.01 -0.057
H -3.49 1.64 -2.89 -0.315
H -2.85 -3.80 1.57 -0.081
H 7.42 4.10 -0.43 0.420
H -7.06 -1.61 0.87 0.280
H 2.46 -6.79 0.32 0.423
H -6.60 -3.25 0.33 0.257
H -5.22 2.13 -2.97 0.553
H -5.22 -0.05 2.74 0.262
```

Output
Kohn-Sham gap   5.7 eV
Relative energy (zero: lowest compared OMol25 entry of this formula, charge and spin)   1.687 eV
LUMO level   -0.0153 Eh
DFT total energy   -228963.2926 eV
Total charge   0

[3]
# C55H88N3O9P2SSeSr

A molecular structure, C55H88N3O9P2SSeSr (the ωB97M-V functional and the def2-TZVPD basis, OMol25).

XYZ file:
```
160
Properties=species:S:1:pos:R:3:mulliken_charge:R:1
Sr -0.47 -0.55 -0.86 0.483
Se 2.22 -0.06 1.19 -0.121
S -3.49 -3.81 -3.42 -0.361
P 1.70 0.13 -2.86 0.390
P -0.33 2.23 -2.37 -0.054
O -0.34 -1.63 1.30 0.552
O 1.67 -1.23 -2.27 0.082
O 3.11 0.76 -3.21 -0.002
O 0.92 0.17 -4.23 -0.174
O -0.58 1.39 0.76 1.814
O -0.89 3.43 -1.53 0.012
O -1.38 1.20 -2.60 -0.017
O 3.52 -3.25 0.02 -0.701
O 0.30 2.94 -3.66 -0.123
N -3.33 -0.50 -1.17 0.448
N 2.22 -5.14 0.26 0.456
N 3.49 -4.76 -1.68 0.178
C 0.38 -2.31 4.78 -0.392
C -0.40 3.85 -4.55 0.944
C 2.49 -1.90 6.22 2.180
C 4.22 0.78 -5.33 -1.603
C 2.08 5.37 5.08 -2.166
C 0.01 -0.95 -4.59 2.515
C -1.62 -2.73 -1.89 -0.974
C 0.12 1.95 1.69 -0.336
C -0.36 -2.22 3.61 0.007
C 0.36 3.78 -5.85 -1.481
C -1.82 -2.69 3.56 2.585
C -1.91 3.16 2.84 2.791
C -5.49 0.17 -2.78 -0.758
C 1.56 -4.53 1.40 -0.138
C 2.32 2.36 2.70 -0.647
C -2.05 -4.71 -3.15 -0.341
C 2.65 -5.61 -2.49 -1.109
C 1.14 4.40 -0.44 -1.031
C 1.69 -1.83 4.92 -0.658
C 4.45 -3.97 -2.40 -0.674
C 4.03 0.00 -4.06 1.438
C 2.74 -6.47 0.55 -1.243
C -0.41 2.92 2.59 0.344
C -1.99 -3.82 2.54 -1.782
C -2.86 -2.51 -2.41 0.379
C -0.36 4.35 -0.53 1.927
C -0.97 5.69 -0.90 -2.036
C -1.87 3.50 -4.71 -1.210
C 1.16 1.45 -1.78 -1.215
C -2.26 2.54 4.20 -1.779
C 2.23 -1.20 3.80 -0.846
C 0.79 -1.95 -5.40 -1.622
C 1.84 3.43 3.46 -0.322
C -1.18 -4.03 -2.35 -0.684
C -2.33 -3.20 4.91 -2.581
C 2.71 -0.48 6.76 -1.541
C 3.10 -4.30 -0.44 0.494
C 3.92 4.82 3.51 -1.820
C 2.79 4.22 4.36 1.985
C 1.76 -2.72 7.29 -2.310
C 3.39 3.29 5.42 -1.713
C -2.26 4.66 2.88 -1.835
C -4.76 -0.98 -3.01 -0.979
C 0.23 -1.65 2.45 -0.498
C 0.47 3.63 3.41 -0.778
C 5.29 -0.22 -3.25 -1.565
C -1.17 -0.35 -5.32 -1.163
C -3.67 -1.30 -2.19 0.552
C 1.52 -1.10 2.62 0.851
C -2.71 -1.50 3.15 -1.113
C -2.82 2.51 1.81 -1.652
C 1.51 1.62 1.88 0.033
C -4.03 0.61 -0.97 -0.338
C 3.85 -2.56 5.97 -1.816
C -5.12 0.99 -1.73 -0.936
H -1.63 0.42 -4.71 -0.212
H 3.72 -3.56 5.56 0.361
H -2.27 -2.43 5.68 0.415
H 3.97 2.49 4.95 0.321
H 3.36 2.06 2.78 0.448
H 2.39 -2.78 8.18 0.443
H -0.75 3.98 0.41 -0.814
H 1.91 -7.12 0.82 0.325
H -3.76 -1.80 3.16 0.581
H -2.45 -1.15 2.15 -0.152
H 4.42 -2.63 6.90 0.464
H -0.08 -2.76 5.65 0.585
H 4.63 5.37 4.15 0.466
H -3.69 1.23 -0.15 0.428
H 1.75 0.01 6.95 0.336
H 4.90 0.24 -6.00 0.434
H -1.90 -1.14 -5.49 0.473
H 1.41 5.25 0.20 0.528
H 1.09 -3.59 1.11 -0.746
H 1.08 1.15 -0.71 -0.801
H 2.80 5.93 5.67 0.464
H -0.23 -4.46 -2.07 0.603
H -1.46 -4.71 2.88 0.298
H -2.66 2.93 0.81 0.011
H 1.63 -2.35 -4.82 0.086
H -5.01 -1.63 -3.84 0.374
H 2.23 -4.36 2.24 0.314
H -0.74 6.42 -0.13 0.446
H 1.41 4.02 -5.70 0.341
H 5.04 -4.62 -3.06 0.402
H 1.18 -1.49 -6.32 0.333
H -1.99 2.51 -5.13 0.156
H -0.86 0.06 -6.28 0.375
H -1.94 -5.69 -3.58 0.465
H -0.56 6.05 -1.85 0.429
H -2.40 3.53 -3.76 0.303
H -1.84 5.17 3.76 0.404
H -0.34 -1.42 -3.67 -0.905
H -0.31 4.84 -4.11 -0.018
H 1.61 6.05 4.37 0.364
H -3.05 -4.08 2.45 0.502
H 3.52 5.52 2.77 0.317
H 3.28 -0.50 7.69 0.480
H 0.82 -2.25 7.58 0.382
H -1.78 -4.07 5.25 0.420
H 5.75 0.74 -3.01 0.384
H 3.24 -6.89 -0.32 0.428
H 0.14 -2.78 -5.67 0.414
H 0.76 -5.20 1.71 0.361
H 1.82 -5.99 -1.91 0.463
H -3.32 2.69 4.43 0.513
H 3.95 -3.21 -3.01 -0.076
H 3.44 -6.45 1.39 0.354
H 1.60 4.55 -1.42 0.251
H 4.06 3.84 6.09 0.510
H -5.65 1.91 -1.50 0.509
H -3.86 2.69 2.10 0.619
H 1.55 -3.73 6.95 0.430
H -1.62 -3.53 1.56 -0.012
H -3.38 -3.49 4.81 0.467
H 4.44 -1.99 5.25 0.302
H 3.22 -0.75 3.85 0.303
H 0.29 2.78 -6.27 0.186
H -2.65 1.44 1.75 -0.211
H -1.89 5.18 2.00 0.118
H -2.05 5.61 -0.99 0.375
H 3.27 0.93 -5.84 0.305
H -3.34 4.79 2.92 0.486
H -6.33 0.42 -3.42 0.390
H 1.99 2.14 -1.89 1.128
H 0.04 4.38 4.07 0.281
H 3.25 0.13 6.04 0.212
H 2.25 -5.04 -3.34 0.255
H 2.61 2.83 6.01 0.318
H 4.65 1.76 -5.11 0.317
H 5.06 -0.74 -2.33 0.290
H 1.55 3.51 0.03 -0.105
H -0.07 4.49 -6.57 0.458
H 3.23 -6.46 -2.89 0.277
H -2.05 1.47 4.20 0.152
H 4.47 4.05 2.98 0.299
H 1.30 5.00 5.76 0.362
H -2.32 4.23 -5.39 0.522
H -1.67 2.99 5.01 0.302
H 3.57 -0.97 -4.28 -0.108
H 6.00 -0.81 -3.83 0.418
H -2.59 -0.67 3.85 0.018
H 5.11 -3.47 -1.70 0.305
```

Output
Kohn-Sham gap   6.1 eV
Relative energy (zero: lowest compared OMol25 entry of this formula, charge and spin)   1.187 eV
LUMO level   0.0769 Eh
DFT total energy   -176967.0970 eV
Total charge   -1